1 | Computed, not measured: a cluster of 12 separate species, H24O12 in total, with ωB97M-V/def2-TZVPD.

Properties
gap between HOMO and LUMO = 10.4 eV
HOMO energy = -10.47 eV
structure (SMILES) = O.O.O.O.O.O.O.O.O.O.O.O
molecular weight = 216.2 g mol⁻¹
LUMO level = -0.1 eV

Geometry as ORCA input:
```
! wB97M-V def2-TZVPD RIJCOSX def2/J DEFGRID3
* xyz 0 1
H -0.49090 0.11133 1.15028
H 0.32515 -0.60859 -0.01620
H -3.16853 -2.79594 -0.76297
H -4.32772 -3.25425 -1.66564
H -3.48297 -0.95857 2.25417
H -3.83673 -2.44314 2.15289
H 1.94933 0.47976 -1.72182
H 3.20588 -0.49408 -1.43070
H 2.89068 -3.00440 -0.27050
H 4.20938 -3.89983 0.01376
H -2.36904 3.38402 -0.84731
H -1.20193 2.66598 -0.09288
H 1.07448 4.32280 -0.59463
H 0.10934 5.08534 0.45446
H 0.67361 2.10099 -3.51285
H 0.21616 2.03456 -2.11263
H 3.61201 -1.38909 2.83813
H 4.97619 -1.37716 2.29842
H -2.61728 -1.48601 -2.34338
H -1.35431 -1.34131 -2.87580
H 4.56149 1.96063 1.22352
H 3.51809 2.67849 0.50849
H -4.10436 1.68226 1.46098
H -4.28535 0.70621 2.55177
O 0.13412 0.24895 0.38692
O -3.51909 -3.52945 -1.18995
O -4.15198 -1.60478 1.94918
O 2.59815 0.13447 -0.97931
O 3.31473 -3.94012 -0.34299
O -2.07314 2.88544 -0.04568
O 0.25262 4.22937 -0.08358
O 0.56741 1.48788 -2.73527
O 4.26545 -1.98887 2.53814
O -1.78046 -1.73404 -2.12703
O 4.00756 1.83701 0.51080
O -3.62571 1.45414 2.28635
*
```

Here are the Löwdin charges for atoms 1 to 4, given in e: 0.062, 0.023, -0.034, 0.057

2 | Computed, not measured: a cluster of 12 separate species, H24O12 in total, with ωB97M-V/def2-TZVPD.

Properties
gap between HOMO and LUMO = 9.8 eV
HOMO energy = -10.58 eV
structure (SMILES) = O.O.O.O.O.O.O.O.O.O.O.O
molecular weight = 216.2 g mol⁻¹
LUMO level = -0.8 eV

Geometry as ORCA input:
```
! wB97M-V def2-TZVPD RIJCOSX def2/J DEFGRID3
* xyz 0 1
O -0.10974 -0.19878 -0.25413
H -0.81078 0.41174 -0.53513
H 0.34525 0.25690 0.46548
O -2.68186 -2.40248 -1.71015
H -1.87746 -2.36651 -1.17482
H -2.42248 -2.87899 -2.50613
O -2.38300 1.75563 -1.10970
H -2.31666 2.71735 -1.19813
H -3.33226 1.57462 -1.02862
O 3.16417 -0.58750 1.97216
H 3.63364 -0.34426 2.77907
H 3.12604 0.22149 1.43168
O 2.49318 1.85586 0.71417
H 2.96241 2.34137 1.40761
H 2.43797 2.48630 -0.01706
O -2.47237 1.83796 1.86921
H -2.46355 2.20446 0.97825
H -1.56050 1.53859 2.01179
O 0.46082 -3.66388 0.70316
H 0.08920 -2.88368 1.14439
H 0.45485 -4.34602 1.38078
O 2.43794 0.45634 -1.91914
H 3.25269 0.96710 -1.86386
H 1.90161 0.75444 -1.17743
O 0.40645 -1.63866 -2.99099
H 0.43618 -1.01578 -2.25314
H 0.27049 -2.49782 -2.57587
O 0.22126 1.38264 2.58657
H 0.09246 2.00277 3.31742
H 1.17803 1.26344 2.52382
O -0.65095 -1.54323 2.48626
H -0.71481 -1.15150 3.36228
H -0.33086 -0.82876 1.92271
O -1.89973 0.82726 -3.93562
H -1.16109 0.24925 -3.70460
H -2.17652 1.24232 -3.10230
*
```

Here are the Löwdin charges for atoms 1 to 4, given in e: -0.026, 0.036, 0.013, -0.061

3 | Computed, not measured: a cluster of 12 separate species, H24O12 in total, with ωB97M-V/def2-TZVPD.

Properties
gap between HOMO and LUMO = 10.4 eV
HOMO energy = -10.62 eV
structure (SMILES) = O.O.O.O.O.O.O.O.O.O.O.O
molecular weight = 216.2 g mol⁻¹
LUMO level = -0.2 eV

Geometry as ORCA input:
```
! wB97M-V def2-TZVPD RIJCOSX def2/J DEFGRID3
* xyz 0 1
O 1.23778 -1.98597 -0.48509
H 1.30698 -1.92320 0.49335
H 1.66277 -2.39661 -1.16998
O 2.84286 -3.23855 1.64442
H 2.96980 -3.30586 2.59280
H 1.85763 -2.99919 1.39612
O -3.10894 0.26103 -1.74794
H -3.61963 1.01432 -1.33883
H -2.26185 0.60442 -1.98984
O -1.18628 -2.51288 1.33144
H -0.69866 -1.72775 1.02664
H -1.17032 -2.94263 0.41594
O -2.06961 2.12116 -0.41653
H -1.17098 1.71176 -0.30642
H -1.88964 3.13826 -0.26370
O -1.91096 -4.12495 -0.97106
H -2.35601 -3.89951 -1.73325
H -2.31322 -4.33880 -0.18053
O -0.64829 2.27464 -2.63778
H -0.31152 2.99764 -3.23063
H -1.16511 2.67564 -2.00121
O 1.66600 1.63050 3.49339
H 2.38462 1.09755 3.34546
H 1.56145 1.66979 4.47046
O 1.72601 0.46269 -1.08010
H 1.45025 -0.40271 -0.85722
H 2.61712 0.56401 -0.89427
O 1.14188 4.61429 0.36859
H 1.67106 4.62240 1.22657
H 1.56883 3.75808 -0.11054
O 1.36696 -0.52775 -3.63507
H 2.13888 -0.24134 -3.21429
H 0.63231 0.10793 -3.68189
O -2.29159 0.26598 3.55889
H -1.50401 0.57653 4.10943
H -2.12660 0.39913 2.47266
*
```

Here are the Löwdin charges for atoms 1 to 4, given in e: -0.005, 0.059, 0.041, -0.090

2 is the most stable structure; the next one sits 52.1 kcal/mol above it.

1 | Computed, not measured: a cluster of 12 separate species, H24O12 in total, with ωB97M-V/def2-TZVPD.

Properties
gap between HOMO and LUMO = 8.4 eV
HOMO energy = -9.22 eV
structure (SMILES) = O.O.O.O.O.O.O.O.O.O.O.O
molecular weight = 216.2 g mol⁻¹
LUMO level = -0.8 eV

Geometry as ORCA input:
```
! wB97M-V def2-TZVPD RIJCOSX def2/J DEFGRID3
* xyz 0 1
H -0.32693 -0.19960 0.81511
H 0.96868 -0.92176 0.48353
H 3.46550 3.31372 -1.54234
H 2.62496 2.12774 -1.98616
H -2.27847 -3.16733 -1.54949
H -3.00672 -2.06173 -2.29604
H -4.40601 2.03790 -0.62162
H -3.71130 1.05209 0.30337
H 0.65574 3.14902 0.47654
H 0.39563 4.60828 0.14046
H 0.29673 0.31522 -1.02027
H -0.36763 1.32768 -1.93874
H 2.02337 -2.79383 -3.32563
H 1.42573 -3.47371 -2.10471
H -1.15527 -2.84092 3.14332
H -1.02762 -2.25176 1.74811
H -5.30532 1.63902 2.23584
H -4.70997 0.38391 1.61915
H 1.84003 1.34574 1.94337
H 0.65842 1.55793 1.01127
H 4.40681 -2.56726 3.04858
H 3.24373 -1.59722 3.17626
H 1.67101 -0.23507 -2.10875
H 1.51557 -1.33355 -1.06989
O 0.63075 -0.10759 0.87331
O 3.42229 2.35210 -1.49330
O -3.15322 -2.90945 -1.86142
O -3.86086 1.24307 -0.62944
O 0.72653 3.78770 -0.24184
O 0.15718 1.26222 -1.13296
O 1.42648 -2.63809 -2.58504
O -0.55847 -2.79942 2.38761
O -5.40437 1.03931 1.48782
O 1.42265 2.01116 1.38480
O 4.19035 -1.62942 2.99777
O 2.10405 -1.02611 -1.76858
*
```

Here are the Löwdin charges for atoms 1 to 4, given in e: 0.074, 0.060, 0.032, 0.009

2 | Computed, not measured: a cluster of 12 separate species, H24O12 in total, with ωB97M-V/def2-TZVPD.

Properties
gap between HOMO and LUMO = 9.9 eV
HOMO energy = -10.64 eV
structure (SMILES) = O.O.O.O.O.O.O.O.O.O.O.O
molecular weight = 216.2 g mol⁻¹
LUMO level = -0.7 eV

Geometry as ORCA input:
```
! wB97M-V def2-TZVPD RIJCOSX def2/J DEFGRID3
* xyz 0 1
O -2.06081 -0.68345 3.01663
H -1.56980 -1.28874 2.44474
H -1.43291 -0.41252 3.69635
O 2.78700 1.57268 2.82258
H 3.00058 0.90081 2.16549
H 3.61030 2.04620 2.97938
O 0.61318 -4.13389 -0.23394
H 1.50356 -3.75783 -0.26079
H 0.00990 -3.39607 -0.08117
O -2.07730 -0.12322 -3.15190
H -2.69714 0.44381 -2.67899
H -2.63189 -0.70834 -3.67703
O -0.03913 2.37400 -0.20880
H 0.88670 2.63360 -0.12602
H -0.45170 2.64521 0.62428
O 0.33212 1.58725 -3.10937
H -0.49240 1.10091 -3.23958
H 0.40920 1.75682 -2.16908
O 3.32360 -2.91347 -0.95855
H 3.90175 -2.69061 -1.69462
H 2.90372 -2.07573 -0.72038
O -2.15609 -2.45062 0.15039
H -2.42546 -2.73346 -0.72909
H -1.64445 -1.64349 0.00881
O -0.19681 -0.40679 0.35588
H -0.40885 0.51756 0.13661
H 0.75146 -0.38322 0.52157
O 2.68679 -0.25993 0.28533
H 3.22938 -0.58997 1.01284
H 3.31854 0.07729 -0.36220
O -2.03576 1.85819 1.87772
H -2.08052 0.99138 2.33804
H -1.22347 2.25553 2.20625
O -2.71054 2.90033 -1.31564
H -3.15135 2.17373 -0.86427
H -1.78141 2.81602 -1.06146
*
```

Here are the Löwdin charges for atoms 1 to 4, given in e: -0.040, 0.040, 0.060, -0.050

3 | Computed, not measured: a cluster of 12 separate species, H24O12 in total, with ωB97M-V/def2-TZVPD.

Properties
gap between HOMO and LUMO = 9.7 eV
HOMO energy = -9.70 eV
structure (SMILES) = O.O.O.O.O.O.O.O.O.O.O.O
molecular weight = 216.2 g mol⁻¹
LUMO level = 0.0 eV

Geometry as ORCA input:
```
! wB97M-V def2-TZVPD RIJCOSX def2/J DEFGRID3
* xyz 0 1
O -18.03100 15.64200 7.51400
H -18.78800 15.08800 7.69800
H -17.73000 16.01900 8.36600
O -12.56400 13.44300 10.19200
H -11.74000 13.83400 10.53100
H -12.27500 12.63600 9.73100
O -16.29700 16.60400 9.47900
H -15.85300 17.13100 8.77600
H -16.10800 17.07000 10.29300
O -12.04400 11.42700 8.73900
H -12.91800 11.73600 8.37400
H -12.04200 10.49400 8.80900
O -14.79400 13.76400 11.57200
H -14.43500 14.45900 12.07700
H -14.41900 13.71500 10.71900
O -14.05300 16.67300 11.35300
H -13.13400 16.91200 11.36400
H -14.19500 16.34500 12.21600
O -12.06500 13.80800 6.81900
H -11.15500 13.96100 7.04400
H -12.21800 12.89300 6.64200
O -14.21000 12.11000 7.29800
H -14.60200 12.23200 6.43300
H -14.01100 13.03600 7.50900
O -15.13700 18.00300 7.37700
H -14.60000 18.72100 7.63800
H -14.45800 17.43400 7.03400
O -13.05200 16.30500 6.25400
H -12.92900 15.47300 6.66100
H -12.65700 16.12800 5.42200
O -14.45800 14.67400 8.62100
H -13.66900 14.48900 9.10100
H -14.88500 15.46400 9.05200
O -16.61000 12.97400 9.01100
H -15.96100 13.64600 8.73700
H -17.32500 13.36600 9.52000
*
```

Here are the Löwdin charges for atoms 1 to 4, given in e: -0.073, 0.022, 0.000, -0.064

4 | Computed, not measured: a cluster of 12 separate species, H24O12 in total, with ωB97M-V/def2-TZVPD.

Properties
gap between HOMO and LUMO = 9.2 eV
HOMO energy = -9.48 eV
structure (SMILES) = O.O.O.O.O.O.O.O.O.O.O.O
molecular weight = 216.2 g mol⁻¹
LUMO level = -0.3 eV

Geometry as ORCA input:
```
! wB97M-V def2-TZVPD RIJCOSX def2/J DEFGRID3
* xyz 0 1
H 0.55490 -0.03926 -0.22381
H -0.74557 0.14389 -1.11131
H 3.43866 1.62221 1.53770
H 4.66868 2.08596 2.30962
H 3.31498 0.03016 -1.72423
H 3.78060 -1.23862 -1.29910
H -4.08457 -0.37698 1.00074
H -5.00000 0.88566 0.73640
H 1.57663 -0.54610 -1.37578
H 1.82265 -1.73023 -0.25244
H 0.31909 -1.19750 2.21825
H -0.20649 0.15796 1.53189
H -1.92087 4.30851 -1.57680
H -1.86997 4.88883 -0.16875
H -1.27902 -3.87369 -0.26777
H -2.23632 -5.03069 -0.38867
H -5.28691 -1.75023 -1.85930
H -3.94572 -1.14346 -1.94727
H 4.39536 2.67981 -0.95605
H 4.41204 1.24110 -1.15247
H -3.80485 3.03262 1.26963
H -2.29631 2.71074 1.16256
H 2.43376 -3.71069 1.46011
H 3.90860 -3.08345 1.19294
O 0.16523 0.49509 -1.03199
O 3.97368 2.41978 1.67301
O 3.34813 -0.91679 -2.02893
O -5.02985 -0.05313 0.83396
O 1.35572 -1.43685 -1.11606
O -0.42670 -0.80921 1.77655
O -2.46794 4.62104 -0.88598
O -1.97847 -4.29161 0.15695
O -4.52036 -1.50222 -1.27228
O 3.82919 1.94533 -0.73821
O -3.18850 2.31165 1.09065
O 2.99052 -2.84962 1.42625
*
```

Here are the Löwdin charges for atoms 1 to 4, given in e: 0.057, 0.063, 0.023, 0.067

2 is the most stable structure; the next one sits 1.6 kcal/mol above it.